Computed, not measured: 11 unconnected molecules or ions with the total composition C54H117F9N6O8 in a non-equilibrium geometry, with the ωB97M-V functional and the def2-TZVPD basis.

The maximum force comes out at 5.118 eV/Å. For the HOMO energy, the calculation gives -8.24 eV. As for the SMILES: CCOC(=O)C(F)(F)F.CCOC(=O)C(F)(F)F.CCOC(=O)C(F)(F)F.CCN(CC)CC.CCN(CC)CC.CCN(CC)CC.CCN(CC)CC.CCN(CC)CC.CCN(CC)CC.CC(C)=O.CC(C)=O. The spin multiplicity is 1. The calculation puts the energy relative to the best compared isomer or geometry (same formula, charge and spin) at 0.0 kcal per mole.

```
194
Properties=species:S:1:pos:R:3:forces:R:3
C -5.59450 -3.41319 -0.38079 -0.89 0.69 -0.42
C -5.80581 -2.12261 0.42453 0.74 0.05 0.82
N -5.96024 -2.30779 1.87508 -0.24 0.65 -0.85
C -7.24123 -2.96872 2.18880 0.10 0.48 0.25
C -7.87396 -2.40949 3.48972 0.89 -0.44 -0.37
C -4.77046 -2.89616 2.46833 -0.40 -0.18 0.72
C -3.56796 -1.93716 2.51064 -0.44 -0.23 -0.75
H -5.62568 -3.05454 -1.40962 0.02 -0.53 -0.31
H -6.42223 -4.10087 -0.20739 -0.07 -0.06 -0.17
H -4.67174 -3.97381 -0.23135 0.08 0.42 0.24
H -4.97189 -1.45139 0.21929 0.44 -0.09 0.27
H -6.62447 -1.47923 0.10207 -0.52 -0.64 -0.35
H -7.91527 -2.83205 1.34317 -0.02 0.30 -0.03
H -7.11630 -4.05039 2.23871 0.03 -0.33 0.31
H -7.25622 -2.77593 4.30962 -0.16 0.05 0.28
H -7.80673 -1.32180 3.51221 -0.13 -0.01 -0.18
H -8.90280 -2.72924 3.65512 0.05 -0.07 -0.12
H -4.54642 -3.85500 2.00083 0.46 -0.18 -0.33
H -5.08260 -3.19832 3.46801 0.31 0.21 0.34
H -3.24767 -1.67790 1.50154 -0.23 0.10 -0.33
H -2.65462 -2.37399 2.91449 -0.30 -0.09 0.61
H -3.87042 -0.99361 2.96489 0.19 -0.16 0.32
C 4.91982 -1.53583 -0.24367 -0.27 0.53 0.00
C 4.71289 -1.48434 1.28026 0.44 -0.23 -1.28
N 5.34925 -2.65383 1.85917 -0.53 -0.84 0.90
C 5.37093 -2.59459 3.33674 1.80 -0.63 -1.38
C 6.30241 -1.46765 3.73626 -0.62 0.78 0.72
C 4.82036 -3.97443 1.40647 -0.20 0.59 0.35
C 3.33062 -4.22857 1.66126 0.09 -0.17 -0.18
H 4.69834 -0.57873 -0.71589 -0.42 -0.10 0.10
H 4.32731 -2.30966 -0.73175 0.06 0.02 -0.02
H 5.97753 -1.66729 -0.47180 0.06 -0.43 0.21
H 5.17791 -0.55035 1.59574 0.40 -0.24 0.38
H 3.67648 -1.36734 1.59690 -0.59 -0.18 -0.25
H 4.40973 -2.68184 3.84329 -0.27 0.59 0.02
H 5.92744 -3.49507 3.59658 -0.17 -0.27 0.28
H 7.19774 -1.43242 3.11558 0.05 -0.49 0.15
H 5.87111 -0.47298 3.62349 -0.28 0.03 0.10
H 6.53686 -1.57674 4.79514 0.32 0.10 0.00
H 5.31506 -4.78458 1.94225 0.48 0.35 0.31
H 5.12443 -4.16382 0.37702 -0.30 0.32 -0.21
H 3.14698 -5.28556 1.46855 -0.16 0.02 -0.15
H 2.65207 -3.63337 1.05019 0.04 0.08 -0.14
H 3.06337 -4.07145 2.70625 0.09 0.14 0.06
C 2.39257 0.88600 -4.88675 -0.63 0.36 -0.42
C 1.77028 2.09417 -4.24639 -0.61 0.73 0.96
N 0.55219 2.60875 -4.93193 1.16 -1.01 0.66
C -0.39595 3.24646 -4.00296 0.75 0.11 -1.48
C 0.15541 4.54823 -3.46457 -0.66 0.57 0.58
C 0.92941 3.36479 -6.13737 -0.36 -1.95 0.58
C -0.18216 3.29055 -7.12624 -0.81 1.31 -1.24
H 3.15706 0.41098 -4.27193 0.17 0.29 -0.11
H 2.77176 1.27639 -5.83116 0.33 -0.91 -0.22
H 1.57965 0.17239 -5.02097 0.15 -0.21 -0.40
H 1.54016 1.82963 -3.21432 -0.46 0.11 0.09
H 2.50451 2.89340 -4.14519 0.36 0.20 -0.11
H -1.30675 3.39313 -4.58349 -0.19 0.26 0.15
H -0.65855 2.54802 -3.20840 0.22 -0.06 0.05
H -0.58681 4.97378 -2.78921 0.22 0.03 0.43
H 1.11019 4.39678 -2.96101 -0.13 0.03 0.18
H 0.29534 5.34620 -4.19380 0.08 -0.30 -0.40
H 1.73207 2.79166 -6.60145 0.32 0.18 0.19
H 1.30756 4.37292 -5.96775 -0.14 0.28 0.13
H -0.52822 2.31608 -7.47086 0.45 -0.28 0.51
H 0.17102 3.80927 -8.01748 -0.16 0.12 -0.29
H -1.07387 3.83242 -6.81107 -0.07 0.07 0.13
C -0.65537 -3.01133 -5.70470 -0.82 1.17 0.49
C -1.20974 -2.36060 -4.41730 -0.13 -1.10 0.33
N -2.46927 -1.57419 -4.49070 0.56 -0.08 -0.51
C -2.43683 -0.66223 -5.64726 -0.18 -0.82 -0.41
C -3.56047 0.35142 -5.77704 0.10 0.12 0.53
C -2.68701 -0.87395 -3.22425 -0.32 -0.92 -0.11
C -2.63795 -1.79626 -1.98937 -0.21 1.23 -0.41
H -0.46939 -2.18929 -6.39591 -0.10 -0.43 -0.54
H -1.41212 -3.72434 -6.03187 0.23 0.07 -0.56
H 0.30344 -3.50554 -5.54802 -0.17 -0.08 0.32
H -1.42095 -3.20377 -3.75960 -0.06 0.02 0.26
H -0.39150 -1.83611 -3.92384 0.14 0.71 0.08
H -2.47617 -1.27006 -6.55120 0.01 -0.30 0.05
H -1.46235 -0.17744 -5.70629 0.24 0.60 0.14
H -3.59069 0.72564 -6.80034 0.23 0.26 0.10
H -3.38076 1.15498 -5.06281 -0.22 0.31 -0.20
H -4.56184 -0.03661 -5.59053 0.10 -0.36 0.16
H -1.97855 -0.05439 -3.10387 0.42 0.28 0.13
H -3.67736 -0.41864 -3.22663 -0.06 0.05 -0.23
H -3.37475 -2.59833 -2.03299 0.29 -0.18 -0.23
H -1.62480 -2.14393 -1.78753 -0.22 -0.10 0.08
H -2.97614 -1.12087 -1.20350 0.24 -0.19 0.52
C 4.09052 5.15526 -3.50443 -0.39 -0.48 0.16
C 3.78430 4.59089 -2.08930 0.52 0.08 -0.71
N 4.98869 3.98785 -1.49658 -0.26 0.04 0.49
C 4.67703 3.25761 -0.27530 -0.29 -2.29 -1.10
C 3.83356 1.94589 -0.59500 -0.24 1.21 0.59
C 6.03322 4.96664 -1.24439 0.91 0.49 -1.40
C 7.47788 4.38342 -1.20320 -1.58 -0.39 1.16
H 4.72442 4.45098 -4.04320 0.28 0.01 0.17
H 4.55638 6.14069 -3.50813 0.02 -0.10 0.13
H 3.20571 5.22250 -4.13744 -0.32 0.14 0.28
H 3.33630 5.35580 -1.45503 0.13 0.58 0.31
H 2.99247 3.84293 -2.13031 0.30 -0.27 -0.29
H 5.59508 2.83205 0.12989 0.21 0.42 0.08
H 4.22954 3.88643 0.49441 -0.32 0.02 0.15
H 2.80271 2.16349 -0.87444 -0.10 0.18 -0.02
H 4.23153 1.33274 -1.40356 0.38 0.34 0.04
H 3.75885 1.32412 0.29714 0.15 -0.04 0.11
H 5.83322 5.63074 -0.40352 -0.10 -0.15 0.66
H 6.00674 5.65126 -2.09215 0.11 0.04 -0.07
H 8.19055 5.12519 -0.84271 0.12 0.12 -0.70
H 7.69483 3.84852 -2.12783 0.31 0.45 -0.01
H 7.48624 3.64041 -0.40573 0.13 -0.28 0.00
C -2.36858 -0.68284 8.51312 0.38 -0.18 -0.02
C -3.26971 0.45888 8.07767 -0.02 0.77 -0.23
N -2.93346 1.16363 6.83322 0.29 0.15 -0.43
C -3.83233 2.28758 6.59190 0.43 0.07 -0.92
C -3.62825 3.50944 7.46927 -0.08 0.17 0.67
C -2.78882 0.21341 5.71172 1.34 0.03 1.84
C -2.26044 0.76403 4.41555 -0.94 0.24 0.04
H -2.64774 -1.05433 9.49911 -0.25 0.17 0.05
H -1.31358 -0.42036 8.59158 0.03 0.23 -0.18
H -2.44520 -1.54074 7.84509 0.00 0.04 -0.06
H -4.27858 0.05180 8.00997 -0.54 -0.08 -0.02
H -3.29141 1.26008 8.81640 -0.03 -0.23 0.38
H -3.62314 2.76322 5.63372 0.12 -1.03 -0.59
H -4.86148 1.93242 6.53878 -0.50 0.13 0.22
H -4.47379 3.68406 8.13462 0.25 0.02 0.30
H -2.68321 3.43117 8.00675 -0.15 -0.12 0.30
H -3.51185 4.40069 6.85265 -0.19 0.03 -0.02
H -3.64155 -0.46340 5.65803 -0.42 -0.06 -0.47
H -1.95464 -0.35972 6.11638 -0.12 -0.67 -0.31
H -3.07213 1.24546 3.87012 0.15 0.23 -0.24
H -1.91146 -0.07405 3.81230 0.24 0.22 -0.04
H -1.47597 1.48966 4.63046 0.07 -0.12 -0.23
C -5.80615 1.21321 1.70810 0.62 0.84 0.14
C -4.56731 2.17446 1.61216 -0.06 -1.11 1.25
O -4.53240 2.99522 0.48670 1.08 0.28 -4.17
C -3.80047 2.55954 -0.64072 -1.06 -1.54 1.56
O -3.16337 1.53469 -0.73857 -0.76 1.46 0.43
C -3.97534 3.49663 -1.86656 -0.20 0.03 1.13
F -2.74097 3.98929 -2.13420 -1.01 -0.23 -0.51
F -4.51817 2.86530 -2.93207 0.98 0.43 0.77
F -4.79522 4.48342 -1.51941 0.21 0.39 -0.59
H -5.99674 0.59531 0.83063 0.44 0.06 -0.02
H -6.72656 1.76540 1.89795 0.09 0.33 -0.12
H -5.69355 0.56359 2.57611 0.23 -0.14 -0.13
H -3.59058 1.69462 1.67436 -0.22 -0.66 0.05
H -4.55674 2.89550 2.42953 -0.35 -0.17 0.22
C 2.72081 -2.71511 -3.66034 0.09 -1.12 -0.34
C 2.60807 -3.89355 -2.62549 -1.69 1.84 -1.29
O 3.70345 -4.76448 -2.63272 1.83 -1.95 1.37
C 3.72520 -5.79846 -1.72610 -2.40 1.38 1.13
O 2.80316 -6.12601 -0.97543 2.29 0.75 -2.14
C 5.11074 -6.48792 -1.63053 0.23 1.05 0.52
F 5.40635 -6.75230 -0.34008 -0.29 0.11 -0.56
F 5.09463 -7.60342 -2.30200 -0.15 -1.42 -0.58
F 6.09783 -5.73958 -2.12921 -0.09 0.23 0.14
H 2.65596 -3.10605 -4.67575 0.25 -0.28 -0.11
H 3.60962 -2.08429 -3.64649 0.01 -0.13 0.54
H 1.82543 -2.09635 -3.60084 0.11 0.06 0.56
H 1.75634 -4.46871 -2.98859 -0.34 0.00 0.46
H 2.39307 -3.42199 -1.66658 0.22 -0.57 0.27
C 2.40341 5.98975 1.70783 0.74 -1.25 -0.22
C 1.59592 4.68107 1.56493 -0.98 1.97 -0.64
O 2.22305 3.58970 2.22003 0.84 -0.52 -0.04
C 1.50751 2.59263 2.72138 -4.18 2.92 0.51
O 0.25831 2.61316 2.72043 3.57 -1.22 -0.29
C 2.33153 1.75431 3.70077 0.02 0.21 -0.30
F 3.65583 1.95815 3.53146 -0.84 -0.73 0.14
F 2.00470 2.13553 4.94097 0.21 -0.13 -0.18
F 1.98036 0.47985 3.54426 0.67 -0.20 0.18
H 3.20994 5.97596 0.97474 0.17 0.17 0.10
H 2.85819 6.01207 2.69818 -0.14 0.31 0.04
H 1.79590 6.87253 1.50848 -0.13 -0.21 0.19
H 1.45398 4.48371 0.50239 0.15 -0.48 -0.01
H 0.60592 4.94357 1.93788 -0.08 -0.88 0.45
C 0.17503 -5.88509 1.00079 -0.18 -0.23 -0.70
C -0.95225 -4.94882 1.29998 0.27 0.65 -0.22
O -1.17405 -4.70184 2.45652 -0.69 0.48 0.75
C -1.80037 -4.25498 0.19028 0.84 -0.74 0.94
H 0.54253 -6.37560 1.90215 -0.37 0.02 -0.01
H 1.03850 -5.38971 0.55681 -0.24 0.12 -0.32
H -0.23373 -6.59900 0.28572 0.45 -0.33 -0.15
H -2.42359 -5.00097 -0.30285 -0.09 0.02 -0.04
H -1.17213 -3.78815 -0.56834 0.07 -0.07 0.09
H -2.40285 -3.51737 0.72041 -0.05 -0.06 -0.31
C 0.03200 -1.17046 1.12081 0.75 -0.93 -0.20
C 0.58854 -0.85321 -0.23920 1.01 0.10 -0.58
O 1.38004 -1.51708 -0.90623 -1.00 -0.43 1.31
C 0.25791 0.47889 -0.76043 0.15 1.15 -1.36
H 0.72797 -0.69342 1.81085 0.01 0.13 0.18
H 0.12395 -2.24274 1.29360 -0.30 -0.01 0.18
H -0.96155 -0.77566 1.33319 0.04 -0.06 -0.29
H -0.71953 0.46065 -1.24251 -0.43 0.22 0.52
H 0.92685 0.68521 -1.59592 0.19 -0.08 0.06
H 0.38691 1.30134 -0.05685 -0.53 -0.12 0.27
```
Forces are in eV/Å.